C32H23CeN4O2 | ωB97M-V/def2-TZVPD

Values from the calculation:
Calculated total energy   -56543.039 eV
Gap between HOMO and LUMO (spin up / spin down)   0.278 / 0.279 hartree
E_LUMO (spin up / spin down)   -0.33 / -0.33 eV
<S²>   0.751
Multiplicity   2

Each line ends with the Mulliken spin population.
CARTESIAN COORDINATES (ANGSTROEM)
Ce (0.13, -0.97, -0.05)  1.00
O (-1.55, -3.77, -3.35)  0.00
O (0.79, -2.58, -4.30)  0.00
N (-2.01, -2.31, -0.14)  0.00
N (-0.37, -2.04, -2.32)  0.00
N (1.16, 0.20, -2.09)  0.00
N (0.54, 1.74, 1.09)  0.00
C (1.09, -3.34, 0.93)  0.00
C (1.68, 2.01, 1.72)  -0.01
C (0.53, -1.88, -3.32)  0.00
C (-3.41, -3.82, -1.26)  0.00
C (-2.84, -2.32, 0.90)  0.00
C (2.21, -2.76, 0.36)  -0.01
C (-3.97, -3.09, 0.94)  0.00
C (4.07, 2.07, 1.66)  0.00
C (1.66, 1.43, -2.08)  0.00
C (-1.78, 1.93, 0.72)  0.00
C (2.34, 1.99, -3.18)  0.00
C (0.48, 3.03, 3.48)  0.00
C (-2.84, 2.90, 0.65)  0.00
C (0.80, -2.58, 2.11)  0.00
C (4.13, 2.80, 2.84)  0.00
C (1.77, -1.59, 2.17)  -0.01
C (-2.90, 0.68, -0.97)  0.00
C (-0.62, 2.15, 1.58)  0.00
C (1.74, 2.76, 2.92)  0.00
C (1.27, -0.52, -3.20)  0.00
C (2.90, 1.65, 1.11)  0.01
C (-2.25, -3.02, -1.23)  0.00
C (-3.88, 1.67, -1.10)  0.00
C (-1.85, 0.76, -0.03)  -0.01
C (2.00, -0.06, -4.34)  0.00
C (-1.35, -2.98, -2.46)  0.00
C (-0.68, 2.85, 2.79)  0.00
C (2.97, 3.09, 3.52)  0.00
C (2.65, -1.69, 1.13)  0.01
C (-3.91, 2.77, -0.23)  0.00
C (2.42, 1.22, -4.35)  0.00
C (-4.26, -3.87, -0.18)  0.00
H (0.47, 3.56, 4.44)  0.00
H (-1.59, 3.12, 3.27)  0.00
H (5.01, 1.79, 1.27)  0.00
H (1.45, 1.97, -1.17)  0.00
H (-2.80, 3.85, 1.26)  0.00
H (-0.07, -2.71, 2.80)  0.00
H (1.71, -0.85, 2.96)  0.00
H (3.49, -1.04, 0.96)  0.00
H (-2.57, -1.60, 1.70)  0.00
H (2.59, -3.09, -0.61)  0.00
H (2.89, 3.73, 4.39)  0.00
H (-4.58, -3.11, 1.78)  0.00
H (-3.51, -4.34, -2.20)  0.00
H (-4.68, 1.56, -1.85)  0.00
H (2.85, 1.08, 0.20)  0.00
H (2.67, 3.03, -3.14)  0.00
H (-5.11, -4.59, -0.18)  0.00
H (2.85, 1.66, -5.22)  0.00
H (-4.60, 3.62, -0.32)  0.00
H (2.11, -0.77, -5.18)  0.00
H (5.03, 3.10, 3.29)  0.00
H (-3.01, -0.24, -1.54)  0.00
H (0.55, -4.26, 0.64)  0.00

***

C9H11ClO4S | ωB97M-V/def2-TZVPD

Values from the calculation:
Calculated total energy   -41055.697 eV
Gap between HOMO and LUMO   0.359 hartree
E_LUMO   0.20 eV
SMILES   COC(OC)(c1ccccc1)S(=O)(=O)Cl

Each line ends with the Löwdin charge.
CARTESIAN COORDINATES (ANGSTROEM)
Cl (-2.88, -2.27, -1.44)  0.43
S (-1.66, -2.00, 0.23)  0.50
O (-1.11, -0.14, -1.41)  -0.23
O (0.67, -1.44, -0.91)  -0.10
O (-2.60, -1.31, 1.08)  -0.33
O (-1.11, -3.27, 0.68)  -0.31
C (-0.08, 1.36, 3.34)  -0.08
C (0.84, 0.40, 2.96)  -0.08
C (0.32, -2.55, -1.89)  -0.02
C (0.73, -0.26, 1.76)  -0.06
C (-0.94, 1.86, 2.37)  -0.06
C (-1.11, 1.11, 1.20)  -0.04
C (-0.59, 0.88, -2.23)  -0.04
C (-0.17, 0.19, 0.86)  -0.15
C (-0.44, -0.81, -0.47)  -0.64
H (-0.22, 1.80, 4.34)  0.12
H (1.50, -1.01, 1.39)  0.15
H (1.63, 0.14, 3.68)  0.11
H (-0.05, -3.40, -1.20)  0.10
H (-1.82, 1.38, 0.44)  0.11
H (-1.68, 2.55, 2.75)  0.11
H (0.31, 1.40, -1.90)  0.10
H (-0.33, 0.33, -3.10)  0.07
H (1.35, -2.80, -2.36)  0.12
H (-0.24, -2.19, -2.74)  0.07
H (-1.53, 1.63, -2.39)  0.16

***

CH5O2P | ωB97M-V/def2-TZVPD

Values from the calculation:
Calculated total energy   -14500.230 eV
Gap between HOMO and LUMO   0.365 hartree
E_LUMO   -0.39 eV

Each line ends with the Löwdin charge.
CARTESIAN COORDINATES (ANGSTROEM)
P (1.99, -0.44, -0.30)  0.45
O (0.78, 0.20, 0.53)  -0.36
O (3.22, 0.14, 0.17)  -0.38
C (-0.85, -0.67, -0.03)  0.17
H (1.84, -1.77, -0.12)  0.00
H (1.92, -0.21, -1.61)  0.00
H (-1.53, -0.66, 0.80)  0.06
H (-1.08, -0.12, -0.91)  0.05
H (-0.33, -1.60, -0.15)  0.02

***

C17H35BN2O6S3 | ωB97M-V/def2-TZVPD

Values from the calculation:
Calculated total energy   -66632.630 eV
Gap between HOMO and LUMO   0.313 hartree
E_LUMO   0.29 eV

Each line ends with the Löwdin charge.
CARTESIAN COORDINATES (ANGSTROEM)
S (2.03, -0.86, 3.12)  0.84
S (-3.47, -2.11, 4.74)  0.83
S (2.32, 6.65, -2.32)  0.80
O (-2.05, -1.78, 4.41)  -0.57
O (2.81, 5.87, -3.51)  -0.57
O (2.51, -1.63, 1.93)  -0.59
O (-1.19, 3.27, -0.30)  0.02
O (-2.21, 1.35, -3.03)  0.06
O (-1.51, 0.88, -0.58)  0.08
N (0.51, 2.10, -1.69)  0.03
N (-2.82, -0.90, -1.98)  -0.14
C (-0.75, 2.13, -0.85)  -0.27
C (3.14, -2.81, -1.95)  -0.18
C (2.61, -1.44, -1.20)  0.04
C (-3.52, -3.84, 5.27)  -0.27
C (1.48, 1.12, -1.07)  -0.18
C (-3.22, -1.48, -0.63)  -0.12
C (-3.83, -1.40, 6.36)  -0.27
C (2.15, -1.71, -4.42)  -0.06
C (3.88, -3.94, -1.00)  -0.12
C (2.91, -2.93, -3.57)  -0.04
C (-2.00, -1.87, -2.81)  -0.10
C (0.93, -1.94, 4.06)  -0.28
C (1.22, 5.56, -1.38)  -0.28
C (1.65, -0.34, -3.61)  -0.06
C (1.03, 7.78, -2.89)  -0.28
C (1.88, -0.16, -2.00)  -0.11
C (0.74, 0.28, 2.55)  -0.26
B (-2.16, 0.46, -1.84)  -0.50
H (-4.22, -2.11, -0.82)  0.11
H (-1.45, 1.03, -3.61)  0.10
H (-0.87, -1.53, -2.94)  0.08
H (-2.46, -1.86, -3.91)  0.11
H (0.32, 1.93, -2.70)  0.10
H (1.10, 0.53, -4.21)  0.08
H (3.64, -3.76, 0.15)  0.08
H (-2.05, -2.99, -2.43)  0.11
H (-2.37, -2.12, -0.13)  0.10
H (-0.02, -0.27, 1.98)  0.06
H (1.06, 0.68, -0.04)  0.11
H (2.02, -1.88, -5.57)  0.08
H (1.20, 1.03, 1.90)  0.03
H (-3.56, -0.60, 0.09)  0.11
H (1.82, 4.75, -0.95)  0.04
H (0.16, -2.35, 3.41)  0.04
H (0.57, 8.27, -2.03)  0.05
H (3.30, -3.90, -4.12)  0.09
H (0.46, -1.37, 4.87)  0.04
H (0.46, 5.15, -2.03)  0.05
H (2.47, 1.70, -0.81)  0.14
H (-4.52, -4.08, 5.63)  0.05
H (-3.29, -4.47, 4.41)  0.05
H (3.48, -5.01, -1.27)  0.08
H (0.28, 7.23, -3.46)  0.06
H (-3.81, -0.31, 6.28)  0.05
H (0.28, 0.77, 3.40)  0.06
H (5.06, -3.85, -1.10)  0.09
H (1.52, -2.75, 4.49)  0.05
H (-4.82, -1.72, 6.69)  0.05
H (2.76, -1.35, -0.02)  0.07
H (1.49, 8.53, -3.54)  0.05
H (-3.08, -1.72, 7.09)  0.06
H (-2.79, -4.01, 6.06)  0.06
H (0.76, 6.13, -0.57)  0.05

***

C4H4N4O | ωB97M-V/def2-TZVPD

Values from the calculation:
Calculated total energy   -12213.665 eV
Gap between HOMO and LUMO   0.332 hartree
E_LUMO   0.05 eV

Each line ends with the Löwdin charge.
CARTESIAN COORDINATES (ANGSTROEM)
O (2.57, -1.56, -0.34)  0.07
N (0.96, 0.01, 0.64)  -0.02
N (-2.36, -0.21, -0.31)  0.03
N (-0.79, -1.83, 0.56)  0.13
N (-2.02, -1.57, 0.04)  -0.03
C (0.23, 1.37, 0.20)  -0.03
C (2.14, -0.45, -0.14)  -0.27
C (-1.08, 0.39, -0.32)  -0.10
C (-0.23, -0.60, 0.33)  -0.43
H (2.89, 0.37, -0.37)  0.14
H (-3.25, 0.04, -0.91)  0.19
H (1.02, 1.95, -0.63)  0.15
H (-0.07, 2.09, 1.25)  0.17

***

H3NO4 | ωB97M-V/def2-TZVPD

Values from the calculation:
Calculated total energy   -9720.195 eV
Gap between HOMO and LUMO   0.405 hartree
E_LUMO   0.25 eV
SMILES   OONOO

Each line ends with the Löwdin charge.
CARTESIAN COORDINATES (ANGSTROEM)
O (1.23, 0.45, -0.49)  -0.09
O (-0.90, 1.02, -0.09)  -0.08
O (-1.22, -0.53, -0.23)  -0.05
O (1.39, -0.77, 0.15)  -0.04
N (0.27, 1.16, 0.43)  -0.03
H (0.78, -1.39, -0.16)  0.05
H (-1.83, -0.59, -0.97)  0.08
H (0.29, 0.66, 1.37)  0.16

***

C5H7NO | ωB97M-V/def2-TZVPD

Values from the calculation:
Calculated total energy   -8834.635 eV
Gap between HOMO and LUMO   0.300 hartree
E_LUMO   0.94 eV
SMILES   Cc1ccoc1N

Each line ends with the Löwdin charge.
CARTESIAN COORDINATES (ANGSTROEM)
O (0.47, 0.85, -1.09)  0.05
N (1.12, 1.27, 1.14)  0.15
C (-0.68, -1.02, -0.97)  -0.01
C (-0.29, -0.59, 0.33)  -0.31
C (0.45, 0.52, 0.23)  -0.35
C (-0.82, -1.09, 1.54)  -0.06
C (-0.26, -0.02, -1.80)  -0.14
H (-1.78, -0.61, 1.84)  0.11
H (-0.91, -2.17, 1.50)  0.09
H (-0.14, -0.87, 2.29)  0.05
H (-0.51, 0.18, -2.83)  0.12
H (0.85, 0.91, 2.07)  0.10
H (1.61, 2.16, 1.10)  0.11
H (-1.11, -1.98, -1.19)  0.11

***

C4H7N | ωB97M-V/def2-TZVPD

Values from the calculation:
Calculated total energy   -5748.262 eV
Gap between HOMO and LUMO   0.407 hartree
E_LUMO   1.15 eV
SMILES   CC[C@@H]1C=N1

Each line ends with the Löwdin charge.
CARTESIAN COORDINATES (ANGSTROEM)
N (0.51, -1.17, 1.21)  0.11
C (-0.40, 0.13, -0.89)  -0.26
C (-0.59, -0.84, 0.25)  -0.31
C (-0.47, -0.55, 1.68)  -0.11
C (0.82, 0.94, -0.63)  -0.14
H (1.61, 0.27, -0.07)  0.10
H (1.22, 1.48, -1.44)  0.04
H (-1.18, 0.71, -1.19)  0.07
H (-0.82, -0.30, 2.65)  0.10
H (-0.05, -0.52, -1.73)  0.12
H (0.65, 1.77, 0.14)  0.09
H (-1.31, -1.93, 0.02)  0.18